2 unconnected molecules or ions with the total composition C4H7N2O at a distorted geometry. Source: OMol25; level of theory: wB97M-V/def2-TZVPD.

Geometry as XYZ:
```
14
Properties=species:S:1:pos:R:3:forces:R:3
C 3.165 -0.746 -0.582 1.9 0.1 0.7
C 2.242 -0.031 -0.258 0.5 0.2 0.1
C 1.148 0.554 0.249 -2.8 -2.1 0.2
C -2.254 -0.456 -0.671 -0.7 -0.6 -1.9
N 0.578 1.628 0.587 0.2 1.1 0.5
N -0.458 -0.984 0.592 1.2 0.4 0.8
O -1.629 -0.356 0.620 0.4 -0.4 -0.5
H 4.233 -1.055 -0.624 -1.5 0.0 -0.5
H -2.236 -1.459 -1.212 0.8 0.9 1.4
H -1.809 0.278 -1.377 -0.4 -0.2 0.6
H -3.319 -0.331 -0.502 0.1 0.7 0.1
H 1.053 2.539 0.716 -0.3 -0.5 -0.4
H -0.423 1.580 0.840 0.4 0.1 0.0
H -0.291 -1.160 1.622 0.3 0.5 -1.0
```
Positions in Å, forces in eV/Å.

Summary:
F_max   3.5 eV Å⁻¹
Kohn-Sham gap (spin up / spin down)   8.115 / 8.016 eV
2S+1   1
Charge   +1
ΔE to the lowest compared entry with this formula, charge and spin   176.3 kcal per mole
E_LUMO (spin up / spin down)   -5.44 / -5.53 eV

Listed below, in e, are the Mulliken charges computed for each atom: 0.04, -0.37, 0.51, -0.49, -0.23, -0.33, -0.14, 0.37, 0.27, 0.28, 0.28, 0.27, 0.26, 0.29